[1]
C58H62N6O5SSbSr | ωB97M-V with the def2-TZVPD basis set

Results
- calculated total energy (eV) = -98543.0177
- E_LUMO (eV) = 2.1
- charge = -1
- HOMO (eV) = -2.5

Positions of all 134 atoms, in Å:
Sr: -0.401 0.444 1.957
C: 2.749 -1.417 1.043
C: 2.207 -1.590 -0.366
C: 0.880 -1.984 -0.286
C: 0.352 -1.904 1.069
C: 1.561 -1.744 1.984
C: 1.718 -2.856 3.035
C: 0.506 -2.815 3.976
C: 1.820 -4.215 2.344
C: 2.978 -2.642 3.879
C: -0.074 -2.519 -1.388
C: 0.589 -3.627 -2.220
C: -1.331 -3.173 -0.788
C: -0.605 -1.405 -2.305
C: 3.238 -1.435 -1.494
C: 4.026 -2.746 -1.706
C: 2.691 -0.932 -2.836
C: 4.280 -0.378 -1.081
H: 3.682 -1.976 1.210
H: -0.330 -2.707 1.357
H: -0.442 -2.921 3.434
H: 0.488 -1.859 4.516
H: 0.569 -3.620 4.717
H: 0.945 -4.421 1.719
H: 1.914 -5.012 3.093
H: 2.706 -4.248 1.697
H: 2.997 -1.637 4.306
H: 3.887 -2.744 3.279
H: 3.010 -3.384 4.688
H: 1.054 -4.368 -1.562
H: 1.354 -3.257 -2.898
H: -0.174 -4.133 -2.825
H: -1.085 -4.071 -0.212
H: -1.995 -3.472 -1.610
H: -1.875 -2.483 -0.140
H: 0.180 -0.769 -2.707
H: -1.290 -0.756 -1.752
H: -1.154 -1.852 -3.146
H: 3.373 -3.584 -1.948
H: 4.571 -3.001 -0.789
H: 4.765 -2.634 -2.514
H: 2.053 -1.645 -3.355
H: 3.531 -0.700 -3.505
H: 2.115 -0.012 -2.680
H: 4.696 -0.560 -0.084
H: 3.833 0.622 -1.080
H: 5.106 -0.377 -1.805
C: -3.949 0.895 2.720
N: -2.679 1.159 3.343
C: -2.641 1.082 4.788
C: -1.226 1.269 5.251
N: -0.208 1.413 4.452
C: 0.915 1.501 5.298
C: 2.269 1.598 4.981
C: 3.166 1.642 6.033
C: 2.737 1.590 7.371
C: 1.396 1.478 7.696
C: 0.506 1.430 6.628
N: -0.877 1.287 6.568
C: -4.102 -0.601 2.620
N: -3.088 -1.403 2.505
C: -3.649 -2.677 2.393
C: -3.018 -3.907 2.241
C: -3.818 -5.033 2.152
C: -5.220 -4.943 2.214
C: -5.859 -3.726 2.364
C: -5.042 -2.602 2.449
N: -5.309 -1.248 2.604
H: -3.904 1.305 1.708
H: -4.812 1.351 3.219
H: -2.272 2.027 2.981
H: -2.985 0.093 5.107
H: -3.291 1.819 5.276
H: 2.625 1.571 3.956
H: 4.226 1.685 5.811
H: 3.473 1.617 8.166
H: 1.065 1.409 8.727
H: -1.498 1.161 7.345
H: -1.935 -3.962 2.184
H: -3.358 -6.005 2.028
H: -5.814 -5.846 2.139
H: -6.939 -3.659 2.411
H: -6.211 -0.813 2.658
O: 4.343 4.369 0.261
C: 3.321 3.513 0.558
C: 1.996 3.948 0.584
C: 1.029 3.018 0.882
N: 1.330 1.725 1.116
C: 2.613 1.326 1.169
C: 3.644 2.214 0.897
C: 2.971 -0.045 1.822
O: 4.029 0.059 2.539
O: 1.627 -0.434 2.648
C: -0.425 3.468 1.139
O: -0.656 4.669 1.118
O: -1.249 2.507 1.425
H: 3.970 5.250 0.148
H: 1.704 4.980 0.424
H: 4.670 1.886 1.011
S: -1.284 1.972 -1.498
Sb: -1.210 2.114 -3.727
C: -3.019 2.823 -4.559
C: -3.660 3.844 -3.857
C: -4.905 4.298 -4.281
C: -5.519 3.719 -5.386
C: -4.887 2.697 -6.080
C: -3.634 2.248 -5.669
C: 0.229 3.548 -4.280
C: -0.069 4.593 -5.151
C: 0.888 5.571 -5.410
C: 2.134 5.501 -4.801
C: 2.430 4.465 -3.922
C: 1.476 3.490 -3.651
C: -0.676 0.430 -4.871
C: -1.595 -0.594 -5.096
C: -1.188 -1.762 -5.730
C: 0.138 -1.916 -6.114
C: 1.058 -0.903 -5.879
C: 0.652 0.274 -5.260
H: -3.200 4.268 -2.968
H: -5.400 5.094 -3.738
H: -6.496 4.063 -5.704
H: -5.368 2.245 -6.940
H: -3.136 1.463 -6.229
H: -1.042 4.651 -5.626
H: 0.656 6.388 -6.082
H: 2.875 6.267 -5.002
H: 3.397 4.420 -3.434
H: 1.693 2.711 -2.925
H: -2.622 -0.502 -4.755
H: -1.901 -2.561 -5.898
H: 0.459 -2.838 -6.584
H: 2.096 -1.031 -6.164
H: 1.377 1.061 -5.078

=====

[2]
C58H64Cl5N7O4PSSiZr | ωB97M-V with the def2-TZVPD basis set

Results
- calculated total energy (eV) = -171698.4603
- E_LUMO (eV) = -3.4
- charge = +1
- HOMO (eV) = -10.2

Positions of all 142 atoms, in Å:
Zr: -0.760 -0.257 -0.125
C: 4.132 -1.340 0.557
C: 2.729 -0.882 0.302
N: 1.662 -1.481 0.642
C: 1.723 -2.539 1.644
C: 0.689 -2.140 2.702
N: 0.814 -0.696 2.945
C: -0.105 -0.178 3.948
C: -1.486 0.005 3.343
N: -1.404 0.792 2.078
C: -2.552 1.725 2.015
C: -2.504 2.608 0.769
N: -1.121 2.830 0.361
C: -0.691 2.035 -0.807
C: -1.112 2.647 -2.138
C: 0.809 1.972 -0.795
C: 1.734 2.957 -1.133
C: 3.072 2.656 -1.011
C: 3.470 1.386 -0.581
C: 2.506 0.458 -0.291
N: 1.213 0.773 -0.393
H: 4.191 -2.424 0.591
H: 4.515 -0.935 1.499
H: 4.786 -0.996 -0.246
H: 2.709 -2.616 2.106
H: 1.472 -3.501 1.212
H: 0.837 -2.728 3.615
H: -0.310 -2.338 2.316
H: 1.765 -0.504 3.239
H: 0.266 0.797 4.273
H: -0.178 -0.818 4.835
H: -2.100 0.539 4.070
H: -1.960 -0.950 3.142
H: -0.590 1.395 2.179
H: -3.480 1.149 2.040
H: -2.532 2.358 2.904
H: -2.980 3.555 1.020
H: -3.069 2.151 -0.040
H: -2.190 2.580 -2.297
H: -0.613 2.150 -2.973
H: -0.822 3.700 -2.182
H: 1.399 3.936 -1.447
H: 3.824 3.400 -1.246
H: 4.519 1.153 -0.474
C: 6.036 -2.009 -2.758
C: 5.026 -2.908 -3.058
C: 3.739 -2.461 -3.346
C: 3.438 -1.099 -3.353
C: 4.482 -0.202 -3.094
C: 5.761 -0.646 -2.791
P: 1.730 -0.368 -3.588
C: 0.865 -1.627 -4.618
C: 0.615 -2.887 -4.066
C: -0.102 -3.847 -4.769
C: -0.631 -3.542 -6.014
C: -0.434 -2.277 -6.553
C: 0.308 -1.326 -5.863
C: 2.254 0.867 -4.862
C: 2.036 2.223 -4.651
C: 2.499 3.172 -5.561
C: 3.179 2.765 -6.696
C: 3.404 1.407 -6.918
C: 2.953 0.469 -6.006
H: 7.030 -2.361 -2.512
H: 5.236 -3.971 -3.075
H: 2.982 -3.190 -3.594
H: 4.293 0.864 -3.157
H: 6.545 0.074 -2.585
H: 0.957 -3.113 -3.063
H: -0.261 -4.828 -4.336
H: -1.209 -4.281 -6.556
H: -0.863 -2.022 -7.514
H: 0.439 -0.341 -6.292
H: 1.507 2.548 -3.763
H: 2.330 4.226 -5.377
H: 3.537 3.499 -7.407
H: 3.934 1.084 -7.806
H: 3.150 -0.584 -6.174
C: -3.006 5.133 -1.429
Si: -1.606 5.553 -0.260
C: -0.385 6.583 -1.237
C: -2.482 6.472 1.127
N: -0.704 4.185 0.451
C: 0.312 4.415 1.410
C: 1.058 3.372 1.980
C: 2.023 3.617 2.948
C: 2.297 4.908 3.373
C: 1.593 5.954 2.796
C: 0.619 5.718 1.835
H: -3.646 6.023 -1.446
H: -3.630 4.294 -1.106
H: -2.685 4.945 -2.454
H: -0.699 7.632 -1.270
H: -0.337 6.232 -2.273
H: 0.625 6.558 -0.820
H: -2.451 7.555 0.965
H: -2.058 6.275 2.114
H: -3.537 6.182 1.148
H: 0.915 2.356 1.645
H: 2.572 2.781 3.365
H: 3.050 5.097 4.128
H: 1.790 6.975 3.098
H: 0.086 6.566 1.425
Cl: -0.710 -4.194 0.337
C: -1.454 -3.495 -1.067
C: -1.166 -2.167 -1.417
C: -1.877 -1.756 -2.542
Cl: -1.601 -0.111 -2.995
C: -2.775 -2.517 -3.274
Cl: -3.606 -1.841 -4.611
C: -3.003 -3.824 -2.885
Cl: -4.109 -4.802 -3.748
C: -2.327 -4.322 -1.772
Cl: -2.600 -5.945 -1.279
C: -6.078 6.416 -2.513
C: -6.149 4.912 -2.467
C: -5.737 4.143 -3.551
C: -5.843 2.759 -3.526
C: -6.365 2.143 -2.398
C: -6.780 2.891 -1.300
C: -6.663 4.268 -1.341
S: -6.587 0.392 -2.396
O: -7.809 0.089 -1.711
O: -6.340 -0.072 -3.725
N: -5.379 -0.194 -1.455
C: -5.565 -0.316 -0.007
C: -4.621 -1.366 0.558
C: -3.183 -0.994 0.400
O: -2.264 -1.573 1.033
O: -2.846 -0.055 -0.410
H: -5.612 6.818 -1.611
H: -7.084 6.839 -2.572
H: -5.517 6.759 -3.381
H: -5.346 4.633 -4.436
H: -5.552 2.151 -4.373
H: -7.219 2.394 -0.443
H: -6.996 4.860 -0.495
H: -4.455 0.103 -1.743
H: -6.593 -0.625 0.152
H: -5.407 0.637 0.513
H: -4.771 -2.315 0.032
H: -4.810 -1.541 1.618

=====

- Number 2 is which compound?
  C58H64Cl5N7O4PSSiZr

=====

- Number 1 is which compound?
  C58H62N6O5SSbSr

=====

- Number 2 is which compound?
  C58H64Cl5N7O4PSSiZr